# 1
Density functional theory data (ωB97M-V with the def2-TZVPD basis set) for a molecular structure, C33H89O12Pb in a non-equilibrium geometry.

Geometry (Å):
1 Pb -0.93 0.97 -1.67
2 O -0.17 -0.15 0.10
3 H 0.81 -0.17 0.04
4 C -2.46 -3.32 1.18
5 C -1.01 -3.40 0.85
6 C -0.58 -4.80 0.52
7 O -0.73 -2.56 -0.29
8 H -2.65 -2.31 1.58
9 H -2.70 -3.98 2.00
10 H -3.12 -3.47 0.32
11 H -0.44 -3.01 1.68
12 H -1.34 -5.27 -0.13
13 H -0.46 -5.49 1.41
14 H 0.41 -4.72 0.07
15 H -0.47 -1.65 0.01
16 C -2.06 4.69 0.47
17 C -0.93 4.59 -0.55
18 C 0.21 3.72 -0.09
19 O -1.41 4.02 -1.74
20 H -1.66 4.73 1.47
21 H -2.60 3.72 0.39
22 H -2.74 5.50 0.26
23 H -0.53 5.60 -0.79
24 H -0.18 2.82 0.44
25 H 0.78 4.29 0.69
26 H 0.93 3.52 -0.94
27 H -1.99 4.61 -2.25
28 C -0.10 1.77 3.32
29 C -1.48 1.23 3.37
30 C -2.63 2.25 3.54
31 O -1.74 0.57 2.12
32 H 0.13 2.27 4.29
33 H 0.11 2.43 2.45
34 H 0.52 0.90 3.29
35 H -1.52 0.49 4.15
36 H -2.54 3.00 2.78
37 H -2.71 2.70 4.55
38 H -3.58 1.82 3.30
39 H -0.93 0.21 1.64
40 C 2.70 -4.56 -2.00
41 C 1.69 -3.98 -3.00
42 C 0.64 -4.81 -3.52
43 O 1.12 -2.80 -2.32
44 H 2.22 -4.99 -1.12
45 H 3.35 -3.76 -1.62
46 H 3.43 -5.22 -2.44
47 H 2.25 -3.50 -3.81
48 H -0.01 -5.21 -2.75
49 H 1.12 -5.60 -4.12
50 H 0.12 -4.14 -4.15
51 H 0.48 -3.04 -1.62
52 C 2.02 -1.10 -5.17
53 C 0.79 -0.32 -5.07
54 C -0.25 -0.55 -6.23
55 O 0.19 -0.53 -3.78
56 H 2.57 -1.06 -4.23
57 H 2.55 -0.69 -6.04
58 H 1.88 -2.13 -5.44
59 H 1.12 0.76 -5.06
60 H 0.20 -0.27 -7.22
61 H -1.09 0.12 -5.99
62 H -0.58 -1.63 -6.19
63 H 0.45 -1.41 -3.44
64 C -4.81 2.45 -1.23
65 C -4.33 1.61 -0.10
66 C -5.16 0.27 -0.05
67 O -2.92 1.39 -0.16
68 H -4.65 1.91 -2.21
69 H -4.48 3.48 -1.26
70 H -5.91 2.60 -1.20
71 H -4.51 2.10 0.82
72 H -6.19 0.52 0.17
73 H -4.81 -0.37 0.76
74 H -5.12 -0.28 -1.00
75 H -2.60 1.12 0.73
76 C 4.59 -0.38 1.27
77 C 3.35 -1.22 1.00
78 C 2.35 -1.10 2.12
79 O 2.71 -0.81 -0.24
80 H 4.29 0.67 1.25
81 H 5.23 -0.62 0.45
82 H 4.95 -0.75 2.21
83 H 3.53 -2.28 0.96
84 H 2.09 -0.08 2.37
85 H 2.77 -1.58 3.03
86 H 1.39 -1.62 1.96
87 H 2.56 -1.60 -0.78
88 C 2.91 3.62 3.54
89 C 4.13 4.55 3.27
90 C 5.43 4.16 3.92
91 O 4.22 4.61 1.85
92 H 2.06 4.03 3.00
93 H 2.59 3.50 4.57
94 H 3.15 2.63 3.11
95 H 3.92 5.58 3.58
96 H 5.38 4.12 5.02
97 H 6.27 4.89 3.72
98 H 5.66 3.16 3.61
99 H 4.96 5.21 1.63
100 C -3.73 -2.91 -3.05
101 C -2.82 -1.78 -3.37
102 C -3.45 -0.67 -4.14
103 O -2.39 -1.17 -2.09
104 H -4.53 -2.57 -2.43
105 H -3.17 -3.70 -2.56
106 H -4.13 -3.33 -3.93
107 H -1.97 -2.22 -3.89
108 H -2.74 0.24 -4.11
109 H -4.33 -0.40 -3.57
110 H -3.71 -0.85 -5.17
111 H -2.06 -1.80 -1.47
112 C 1.82 3.07 -3.47
113 C 2.58 2.05 -2.63
114 C 3.67 2.69 -1.73
115 O 1.62 1.20 -1.90
116 H 0.98 2.61 -4.05
117 H 2.49 3.45 -4.24
118 H 1.49 3.92 -2.88
119 H 3.11 1.34 -3.25
120 H 4.02 1.98 -0.98
121 H 3.33 3.58 -1.22
122 H 4.55 2.94 -2.24
123 H 2.22 0.72 -1.27
124 C -0.27 -2.69 4.69
125 C -1.12 -2.99 5.90
126 C -1.17 -1.95 7.03
127 O -2.45 -3.27 5.51
128 H 0.77 -2.37 4.88
129 H -0.77 -1.86 4.18
130 H -0.18 -3.53 3.96
131 H -0.60 -3.84 6.34
132 H -0.18 -1.64 7.36
133 H -1.68 -2.44 7.87
134 H -1.78 -1.14 6.63
135 H -2.89 -3.86 6.13

Summary:
**Multiplicity**: 1
**Total charge**: +1
**E_tot**: -2406.275878 Eh

Atom charges from the Mulliken analysis, given in e for atoms 1 to 5:
1 Pb 1.380
2 O 0.596
3 H -0.659
4 C -1.335
5 C 1.440

***

# 2
Density functional theory data (ωB97M-V with the def2-TZVPD basis set) for a molecular structure, C33H90AlF2N13O17P4S2 in a non-equilibrium geometry.

Geometry (Å):
1 Al -27.50 10.29 10.36
2 N -24.67 9.78 10.33
3 S -23.29 9.97 9.53
4 O -22.86 8.98 8.60
5 O -22.25 10.69 10.21
6 F -23.87 11.15 8.61
7 S -24.24 8.48 11.20
8 O -23.14 8.60 12.09
9 O -24.22 7.28 10.44
10 F -25.51 8.36 12.11
11 O -18.16 11.98 14.83
12 P -18.57 10.71 14.24
13 N -19.05 10.85 12.64
14 C -19.69 12.11 12.27
15 C -19.06 9.82 11.61
16 N -19.95 10.02 14.88
17 C -20.57 10.60 16.04
18 C -20.59 8.90 14.25
19 N -17.45 9.51 14.28
20 C -17.32 8.70 15.49
21 C -16.22 9.65 13.50
22 H -19.82 12.19 11.19
23 H -19.04 12.94 12.56
24 H -20.67 12.25 12.74
25 H -18.83 10.29 10.66
26 H -20.02 9.28 11.56
27 H -18.27 9.11 11.85
28 H -21.66 10.48 16.07
29 H -20.19 10.22 17.00
30 H -20.46 11.69 16.07
31 H -21.36 9.28 13.56
32 H -19.91 8.32 13.64
33 H -21.12 8.30 14.99
34 H -18.29 8.65 15.99
35 H -17.03 7.69 15.22
36 H -16.67 9.20 16.22
37 H -15.70 10.57 13.77
38 H -16.41 9.67 12.42
39 H -15.57 8.80 13.66
40 O -17.66 6.98 10.19
41 P -18.14 6.18 9.06
42 N -17.22 4.97 8.48
43 C -17.54 3.55 8.71
44 C -15.97 5.19 7.77
45 N -18.46 7.22 7.75
46 C -19.15 8.45 8.09
47 C -18.12 6.97 6.35
48 N -19.65 5.53 9.29
49 C -20.40 6.11 10.38
50 C -20.41 4.79 8.31
51 H -16.64 3.03 9.05
52 H -17.94 3.09 7.81
53 H -18.25 3.41 9.53
54 H -15.26 4.38 7.96
55 H -15.44 6.08 8.13
56 H -16.10 5.28 6.69
57 H -20.23 8.27 8.26
58 H -18.65 8.92 8.93
59 H -19.19 9.12 7.23
60 H -18.56 7.76 5.74
61 H -17.04 7.00 6.21
62 H -18.61 6.03 6.09
63 H -19.79 6.40 11.23
64 H -20.82 7.09 10.05
65 H -21.23 5.46 10.65
66 H -21.04 5.44 7.70
67 H -21.01 4.02 8.81
68 H -19.77 4.24 7.62
69 O -26.43 12.86 8.89
70 P -25.71 14.12 8.61
71 N -25.11 14.33 7.10
72 C -23.90 13.58 6.76
73 C -26.00 14.57 5.95
74 N -24.43 14.44 9.66
75 C -23.84 13.36 10.41
76 C -23.52 15.53 9.38
77 N -26.73 15.42 8.82
78 C -26.51 16.74 8.26
79 C -27.94 15.35 9.62
80 H -23.09 13.83 7.44
81 H -23.62 13.90 5.76
82 H -24.09 12.51 6.82
83 H -26.23 13.61 5.48
84 H -25.39 15.08 5.19
85 H -26.82 15.22 6.22
86 H -23.56 13.64 11.43
87 H -24.46 12.47 10.37
88 H -22.87 13.03 9.98
89 H -23.63 16.00 8.40
90 H -23.64 16.32 10.12
91 H -22.48 15.18 9.35
92 H -25.56 16.80 7.74
93 H -27.27 17.03 7.52
94 H -26.53 17.48 9.07
95 H -27.91 16.13 10.38
96 H -27.99 14.37 10.09
97 H -28.81 15.58 8.99
98 O -27.39 10.14 13.09
99 P -26.75 10.69 14.30
100 N -27.82 11.46 15.27
101 C -29.20 11.73 14.83
102 C -27.52 11.93 16.63
103 N -25.58 11.84 14.03
104 C -25.96 13.15 13.52
105 C -24.25 11.45 13.61
106 N -25.92 9.58 15.21
107 C -25.04 9.89 16.30
108 C -26.20 8.18 14.95
109 H -29.51 12.73 15.14
110 H -29.86 10.93 15.18
111 H -29.22 11.77 13.74
112 H -27.75 13.00 16.64
113 H -26.44 11.99 16.74
114 H -28.01 11.29 17.35
115 H -26.81 13.52 14.09
116 H -25.12 13.83 13.65
117 H -26.25 13.09 12.46
118 H -23.53 12.10 14.12
119 H -24.04 10.42 13.92
120 H -24.11 11.46 12.52
121 H -24.64 10.89 16.16
122 H -25.53 9.82 17.28
123 H -24.17 9.22 16.35
124 H -25.30 7.66 14.62
125 H -27.03 8.06 14.26
126 H -26.52 7.69 15.88
127 C -23.53 3.58 4.19
128 O -24.34 3.96 5.31
129 C -23.72 4.29 6.42
130 O -22.56 4.63 6.50
131 O -24.58 4.26 7.42
132 C -24.12 4.59 8.71
133 H -22.97 4.42 3.78
134 H -24.24 3.15 3.49
135 H -22.84 2.80 4.50
136 H -24.91 4.97 9.34
137 H -23.39 5.40 8.65
138 H -23.69 3.72 9.21
139 C -25.56 7.46 7.18
140 O -25.33 8.58 6.34
141 C -25.89 9.72 6.67
142 O -26.59 9.88 7.63
143 O -25.58 10.73 5.85
144 C -24.73 10.43 4.75
145 H -25.48 7.75 8.22
146 H -24.89 6.65 6.91
147 H -26.56 7.04 6.99
148 H -24.16 11.32 4.46
149 H -25.32 10.23 3.85
150 H -23.97 9.66 4.83
151 C -20.99 11.12 2.74
152 O -20.80 10.29 3.88
153 C -21.33 9.08 3.79
154 O -22.09 8.70 2.96
155 O -20.91 8.36 4.84
156 C -21.73 7.33 5.36
157 H -20.18 11.00 2.02
158 H -20.97 12.16 3.05
159 H -21.96 10.98 2.29
160 H -22.30 6.77 4.63
161 H -22.38 7.75 6.14
162 H -21.13 6.54 5.82

Summary:
**Multiplicity**: 1
**Total charge**: +2
**E_tot**: -5905.769491 Eh

Atom charges from the Mulliken analysis, given in e for atoms 1 to 5:
1 Al 0.867
2 N 0.396
3 S -0.304
4 O -0.014
5 O -0.418